# 1
The following is a DFT calculation (the ωB97M-V functional and the def2-TZVPD basis) of a gas-phase ion, C7H6N2O4 (charge -2) in a non-equilibrium geometry.

Properties
Relative energy (zero: lowest compared OMol25 entry of this formula, charge and spin) (kcal/mol): 0.00
Energy (Ha): -680.8108
SMILES string: CC(C(=O)[O-])(C(=O)[O-])n1ccnc1
HOMO (hartree): -0.0342
Kohn-Sham gap (eV): 7.46
Total charge: -2

Last columns: bonded neighbours and bond lengths (Å).
Cartesian coordinates (Å):
1 C 1.57 0.94 0.30  C2 1.730, H14 1.020, H15 1.111, H16 1.112
2 C -0.12 1.20 0.05  C1 1.730, C3 1.618, C6 1.625, N9 1.476
3 C -0.61 1.77 1.49  C2 1.618, O4 1.222, O5 1.246
4 O 0.29 2.28 2.13  C3 1.222
5 O -1.79 1.61 1.88  C3 1.246
6 C -0.37 2.13 -1.25  C2 1.625, O7 1.260, O8 1.261
7 O -0.77 1.53 -2.28  C6 1.260
8 O -0.17 3.36 -1.05  C6 1.261
9 N -0.74 -0.12 -0.16  C2 1.476, C10 1.330, C13 1.283
10 C -2.06 -0.27 -0.26  N9 1.330, C11 1.337, H17 1.104
11 C -2.36 -1.57 -0.30  C10 1.337, N12 1.364, H18 1.044
12 N -1.23 -2.29 -0.06  C11 1.364, C13 1.393
13 C -0.26 -1.30 0.01  N9 1.283, N12 1.393, H19 1.116
14 H 2.04 1.79 0.62  C1 1.020
15 H 2.26 0.75 -0.55  C1 1.111
16 H 1.64 0.11 1.04  C1 1.112
17 H -2.63 0.63 -0.55  C10 1.104
18 H -3.34 -1.94 -0.33  C11 1.044
19 H 0.77 -1.64 0.29  C13 1.116

Löwdin population analysis, charges in e, atoms 1 to 2: -0.0212, -0.1384

---

# 2
The following is a DFT calculation (the ωB97M-V functional and the def2-TZVPD basis) of 2 unconnected molecules or ions with the total composition C7H6N2O4 in a non-equilibrium geometry.

Properties
Relative energy (zero: lowest compared OMol25 entry of this formula, charge and spin) (kcal/mol): 138.50
Energy (Ha): -680.5190
HOMO (hartree): -0.3363
Kohn-Sham gap (eV): 8.05
Total charge: 0

Last columns: bonded neighbours and bond lengths (Å).
Cartesian coordinates (Å):
1 C 0.60 1.93 -0.14  C2 1.829, C6 1.226
2 C -1.17 1.58 -0.43  C1 1.829, N8 1.332
3 C -0.64 -0.84 -0.95  C5 1.353, N8 1.365, N9 1.498
4 C -2.66 -1.70 2.05  O10 1.155, O12 1.158
5 C 0.70 -0.91 -1.18  C3 1.353, H14 1.147, H15 1.009
6 C 1.69 2.17 0.37  C1 1.226, C7 1.456
7 C 3.05 2.52 0.74  C6 1.456, H16 1.050, H17 1.176, H18 1.096
8 N -1.35 0.29 -0.69  C2 1.332, C3 1.365, H19 1.076
9 N -1.52 -2.05 -1.01  C3 1.498, O11 1.211, O13 1.201
10 O -3.63 -1.52 2.65  C4 1.155
11 O -0.92 -3.10 -1.05  N9 1.211
12 O -1.68 -1.88 1.46  C4 1.158
13 O -2.71 -1.87 -0.97  N9 1.201
14 H 1.12 -1.96 -1.38  C5 1.147
15 H 1.30 -0.11 -1.09  C5 1.009
16 H 3.41 3.50 0.63  C7 1.050
17 H 3.69 1.87 0.00  C7 1.176
18 H 3.13 1.99 1.70  C7 1.096
19 H -2.41 0.08 -0.72  N8 1.076

Löwdin population analysis, charges in e, atoms 1 to 2: -0.0169, 0.0883

---

# 3
The following is a DFT calculation (the ωB97M-V functional and the def2-TZVPD basis) of a single C7H6N2O5 molecule in a non-equilibrium geometry.

Properties
Relative energy (zero: lowest compared OMol25 entry of this formula, charge and spin) (kcal/mol): 16.99
Energy (Ha): -755.8166
SMILES string: OOc1nc2c(O)ccc(O)c2n1O
HOMO (hartree): -0.2870
Kohn-Sham gap (eV): 8.30
Total charge: 0

Last columns: bonded neighbours and bond lengths (Å).
Cartesian coordinates (Å):
1 O -4.53 0.32 0.84  O2 1.397, H15 1.030
2 O -4.19 0.16 -0.51  O1 1.397, C3 1.735
3 C -2.46 0.15 -0.47  O2 1.735, N4 1.294, N13 1.349
4 N -1.77 1.24 -0.35  C3 1.294, C5 1.359
5 C -0.51 0.83 -0.05  N4 1.359, C6 1.382, C12 1.437
6 C 0.67 1.56 -0.01  C5 1.382, O7 1.351, C8 1.384
7 O 0.65 2.88 -0.26  C6 1.351, H16 1.046
8 C 1.81 0.80 0.18  C6 1.384, C9 1.381, H17 1.117
9 C 1.78 -0.55 0.43  C8 1.381, C10 1.374, H18 1.053
10 C 0.68 -1.35 0.19  C9 1.374, O11 1.332, C12 1.401
11 O 0.64 -2.68 0.09  C10 1.332, H19 0.973
12 C -0.49 -0.61 -0.02  C5 1.437, C10 1.401, N13 1.398
13 N -1.82 -0.99 -0.15  C3 1.349, C12 1.398, O14 1.314
14 O -2.23 -2.24 -0.26  N13 1.314, H20 0.934
15 H -4.80 1.31 0.87  O1 1.030
16 H 1.47 3.42 0.10  O7 1.046
17 H 2.79 1.32 0.35  C8 1.117
18 H 2.70 -1.06 0.45  C9 1.053
19 H 1.40 -3.05 0.56  O11 0.973
20 H -3.12 -2.47 -0.11  O14 0.934

Löwdin population analysis, charges in e, atoms 1 to 2: -0.1040, -0.1209

---

# 4
The following is a DFT calculation (the ωB97M-V functional and the def2-TZVPD basis) of a single C7H6N4 molecule in a non-equilibrium geometry.

Properties
Relative energy (zero: lowest compared OMol25 entry of this formula, charge and spin) (kcal/mol): 45.48
Energy (Ha): -489.2849
SMILES string: c1ccc(-c2c[nH]nn2)nc1
HOMO (hartree): -0.3447
Kohn-Sham gap (eV): 10.18
Total charge: 0

Last columns: bonded neighbours and bond lengths (Å).
Cartesian coordinates (Å):
1 C 0.17 2.83 0.27  C2 1.355, C11 1.397, H12 1.211
2 C 1.28 2.07 0.11  C1 1.355, C3 1.376, H13 1.043
3 C 1.16 0.72 -0.16  C2 1.376, C4 1.437, H14 1.071
4 C -0.19 0.22 -0.10  C3 1.437, C5 1.532, N10 1.268
5 C -0.35 -1.29 -0.32  C4 1.532, C6 1.430, N9 1.345
6 C -0.05 -2.35 0.59  C5 1.430, N7 1.426, H15 1.024
7 N -0.44 -3.46 -0.23  C6 1.426, N8 1.333, H16 0.965
8 N -1.00 -3.04 -1.36  N7 1.333, N9 1.289
9 N -0.95 -1.75 -1.44  C5 1.345, N8 1.289
10 N -1.17 0.98 0.15  C4 1.268, C11 1.274
11 C -1.10 2.23 0.33  C1 1.397, N10 1.274, H17 1.104
12 H 0.35 4.02 0.22  C1 1.211
13 H 2.27 2.38 0.13  C2 1.043
14 H 2.00 0.07 -0.27  C3 1.071
15 H 0.30 -2.12 1.52  C6 1.024
16 H -0.26 -4.35 0.10  N7 0.965
17 H -2.02 2.83 0.46  C11 1.104

Löwdin population analysis, charges in e, atoms 1 to 2: -0.0790, -0.1079

---

# 5
The following is a DFT calculation (the ωB97M-V functional and the def2-TZVPD basis) of a single C7H6N4O2 molecule in a non-equilibrium geometry.

Properties
Relative energy (zero: lowest compared OMol25 entry of this formula, charge and spin) (kcal/mol): 72.46
Energy (Ha): -639.6851
SMILES string: ON/C=N/c1cccc2nonc12
HOMO (hartree): -0.3048
Kohn-Sham gap (eV): 7.76
Total charge: 0

Last columns: bonded neighbours and bond lengths (Å).
Cartesian coordinates (Å):
1 O 4.26 0.98 0.30  N2 1.398, H14 1.044
2 N 3.40 -0.03 -0.15  O1 1.398, C3 1.394, H15 1.003
3 C 2.04 0.25 -0.05  N2 1.394, N4 1.263, H16 1.133
4 N 1.31 -0.78 -0.02  C3 1.263, C5 1.418
5 C -0.08 -0.54 0.04  N4 1.418, C6 1.395, C13 1.456
6 C -0.93 -1.65 0.00  C5 1.395, C7 1.465, H17 1.093
7 C -2.39 -1.67 0.02  C6 1.465, C8 1.387, H18 1.101
8 C -3.05 -0.45 0.15  C7 1.387, C9 1.442, H19 1.129
9 C -2.22 0.73 0.13  C8 1.442, N10 1.345, C13 1.427
10 N -2.60 2.01 -0.02  C9 1.345, O11 1.326
11 O -1.49 2.72 -0.05  N10 1.326, N12 1.342
12 N -0.37 1.97 0.00  O11 1.342, C13 1.318
13 C -0.79 0.73 0.12  C5 1.456, C9 1.427, N12 1.318
14 H 5.02 1.03 -0.42  O1 1.044
15 H 3.61 -0.95 0.19  N2 1.003
16 H 1.73 1.34 -0.15  C3 1.133
17 H -0.38 -2.59 -0.09  C6 1.093
18 H -2.91 -2.64 -0.04  C7 1.101
19 H -4.16 -0.45 0.00  C8 1.129

Löwdin population analysis, charges in e, atoms 1 to 2: -0.0817, -0.0732

---

# 6
The following is a DFT calculation (the ωB97M-V functional and the def2-TZVPD basis) of a single C7H6N4S molecule in a non-equilibrium geometry.

Properties
Relative energy (zero: lowest compared OMol25 entry of this formula, charge and spin) (kcal/mol): 60.58
Energy (Ha): -887.3196
Expectation value of S²: 2.016
HOMO (alpha / beta) (hartree): -0.2783 / -0.3501
Kohn-Sham gap (alpha / beta) (eV): 8.22 / 5.63
Total charge: 0
Multiplicity: 3

Last columns: bonded neighbours and bond lengths (Å).
Cartesian coordinates (Å):
1 C 2.73 -0.09 0.28  C2 1.404, C3 1.323, H13 1.107
2 C 2.10 -0.26 -0.97  C1 1.404, C4 1.376, H14 1.087
3 C 1.93 -0.03 1.33  C1 1.323, C5 1.394, H15 1.071
4 C 0.73 -0.19 -1.09  C2 1.376, C6 1.359, H16 1.038
5 C 0.55 0.15 1.27  C3 1.394, C6 1.439, H17 1.139
6 C -0.06 0.11 -0.03  C4 1.359, C5 1.439, C7 1.574
7 C -1.62 0.31 -0.13  C6 1.574, N8 1.465, N9 1.515, S12 1.826
8 N -2.39 -0.57 -1.01  C7 1.465, N10 1.224
9 N -2.25 0.10 1.23  C7 1.515, N11 1.230
10 N -3.18 -1.15 -0.27  N8 1.224, N11 1.411
11 N -3.12 -0.76 1.08  N9 1.230, N10 1.411
12 S -2.09 1.93 -0.81  C7 1.826, H18 1.358
13 H 3.82 0.02 0.37  C1 1.107
14 H 2.78 -0.31 -1.81  C2 1.087
15 H 2.53 -0.01 2.22  C3 1.071
16 H 0.40 -0.58 -2.00  C4 1.038
17 H -0.14 0.06 2.17  C5 1.139
18 H -2.72 1.27 -1.81  S12 1.358

Löwdin population analysis, charges in e, atoms 1 to 2: -0.1044, -0.0619